Arrangement P

This record from the Open Molecules 2025 dataset describes one molecule with the formula C3H7N5. The level of theory is wB97M-V/def2-TZVPD.

Atoms and positions in Å:
C (1.0805, -0.5561, 0.4179)
C (-1.2258, -0.3551, -0.5520)
C (0.0606, 1.5996, 0.0269)
H (1.5024, -2.4840, 0.6033)
H (-0.3276, -2.1204, 0.8800)
H (2.7275, -1.0077, 0.9696)
H (-1.3424, -1.4034, -0.8778)
H (-2.7786, -0.1540, -1.2535)
H (0.7971, 1.8755, 0.9093)
H (-0.7567, 3.5633, -0.5134)
N (0.6965, -1.8579, 0.4745)
N (2.2064, -0.2913, 0.5719)
N (0.0733, 0.2460, -0.2253)
N (-2.2490, 0.5195, -0.8118)
N (-0.4640, 2.4261, -0.6193)

## Properties
**Highest occupied orbital energy**: -8.3 eV
**LUMO**: 0.6 eV
**SMILES**: [H]/N=C/N(/C=N/[H])/C(N)=N/[H]

***

Arrangement Q

This record from the Open Molecules 2025 dataset describes one molecule with the formula C3H7N5. The level of theory is wB97M-V/def2-TZVPD.

Atoms and positions in Å:
C (-1.4374, -0.0674, -0.1008)
C (0.3719, 1.1892, -0.1725)
C (2.4912, 0.3129, 0.2878)
H (-3.1180, 0.7528, 0.1854)
H (-3.5449, -1.0088, 0.6736)
H (-1.6254, -1.8641, 0.0716)
H (0.7616, 2.2402, -0.2950)
H (0.6489, -0.7622, -0.4793)
H (2.6768, 1.4585, 0.7883)
H (2.8786, -1.5475, -0.5872)
N (-2.7356, -0.0883, 0.4175)
N (-0.8169, -1.2860, -0.4026)
N (-0.9126, 1.1815, -0.4810)
N (1.0795, 0.1473, 0.0888)
N (3.2824, -0.6582, 0.0055)

## Properties
**Highest occupied orbital energy**: -9.1 eV
**LUMO**: 0.5 eV
**SMILES**: [H]/N=C\N/C=N\C(N)=N\[H]

***

Which of them is most stable, and which least? Most stable: arrangement Q; least stable: arrangement P.

***

Arrangement P

This record from the Open Molecules 2025 dataset describes a 2-piece molecular cluster, C3H5BrS overall. The level of theory is wB97M-V/def2-TZVPD.

Atoms and positions in Å:
C (-1.5774, -0.0079, -2.5705)
C (0.0734, -0.1772, -0.5392)
C (0.7265, 0.1659, 2.1104)
S (-0.5000, -0.5951, 0.9838)
Br (1.7482, 0.7021, -0.8188)
H (-2.2919, -0.9636, -2.6765)
H (-1.1154, -0.0033, -3.5658)
H (0.3926, 0.0412, 3.0797)
H (0.9000, 1.1678, 1.8866)
H (1.6440, -0.3299, 2.1102)

## Properties
**Highest occupied orbital energy (spin up / spin down)**: -8.0 / -7.8 eV
**LUMO (spin up / spin down)**: -0.5 / -0.5 eV

***

Arrangement Q

This record from the Open Molecules 2025 dataset describes a 2-piece molecular cluster, C3H5BrS overall. The level of theory is wB97M-V/def2-TZVPD.

Atoms and positions in Å:
C (-0.1697, -0.1804, -0.6212)
C (-1.3224, -0.1960, 0.3144)
C (1.2542, 0.0516, -0.1872)
S (-0.7444, -1.8515, 0.1259)
Br (-2.9402, 0.6223, 0.0747)
H (-0.4965, -0.1231, -1.5845)
H (-0.8442, 1.2278, 2.0008)
H (1.7528, 1.0150, -0.4566)
H (1.9693, -0.6571, -0.5708)
H (1.5409, 0.0913, 0.9045)

## Properties
**Highest occupied orbital energy (spin up / spin down)**: -8.2 / -9.6 eV
**LUMO (spin up / spin down)**: -0.5 / -0.6 eV

***

Which of them is most stable, and which least? Most stable: arrangement Q; least stable: arrangement P.